<i>
Entry from OMol25: an isolated molecule of C5H10O (ωB97M-V/def2-TZVPD).

LUMO energy   1.17 eV
E_HOMO   -9.327 eV

Each line ends with the natural charge from an NBO analysis.
Geometry (Å):
C 1.987 -0.772 -0.141  -0.2460
O 1.278 0.422 -0.201  -0.5534
C 0.368 0.719 0.840  -0.0699
C -0.953 0.948 0.140  -0.2663
C -2.099 -0.014 0.028  -0.4127
C -1.086 -0.007 -1.057  -0.3935
H 1.491 -1.544 0.466  0.1626
H 2.088 -1.168 -1.158  0.1835
H 2.979 -0.569 0.266  0.1715
H 0.334 -0.083 1.593  0.1704
H 0.737 1.625 1.334  0.1884
H -1.212 2.003 0.005  0.2145
H -3.065 0.412 -0.209  0.2146
H -2.112 -0.884 0.679  0.2098
H -0.455 -0.901 -1.115  0.2103
H -1.226 0.447 -2.026  0.2161


<ii>
Entry from OMol25: an isolated molecule of C5H10O (ωB97M-V/def2-TZVPD).

LUMO energy   0.97 eV
E_HOMO   -9.582 eV

Each line ends with the natural charge from an NBO analysis.
Geometry (Å):
C 2.557 0.061 0.118  -0.6045
C 1.232 0.190 -0.619  -0.5080
C 0.028 -0.177 0.232  0.6029
O 0.147 -0.581 1.370  -0.5494
C -1.337 -0.019 -0.422  -0.5079
C -2.489 -0.099 0.571  -0.6044
H 3.389 0.358 -0.528  0.2080
H 2.566 0.695 1.010  0.2170
H 2.723 -0.967 0.449  0.2177
H 1.214 -0.443 -1.518  0.2234
H 1.083 1.215 -0.987  0.2202
H -1.424 -0.808 -1.183  0.2260
H -1.353 0.927 -0.979  0.2162
H -2.435 0.722 1.294  0.2120
H -3.452 -0.040 0.055  0.2082
H -2.449 -1.033 1.136  0.2227


<iii>
Entry from OMol25: an isolated molecule of C5H10O (ωB97M-V/def2-TZVPD).

LUMO energy   1.10 eV
E_HOMO   -9.383 eV

Each line ends with the natural charge from an NBO analysis.
Geometry (Å):
C -1.946 -1.639 0.311  -0.2523
O -1.327 -0.754 1.176  -0.5348
C -0.555 0.221 0.572  -0.0694
C 1.992 1.876 -0.294  -0.4102
C 1.081 1.052 -0.811  -0.1642
C 0.735 -0.247 -0.192  -0.4867
H -2.411 -2.346 0.992  0.1961
H -1.235 -2.164 -0.346  0.1620
H -2.704 -1.123 -0.298  0.1603
H -1.300 0.838 -0.135  0.1749
H 2.609 1.519 0.514  0.1888
H 2.178 2.821 -0.770  0.2014
H 0.470 1.431 -1.614  0.1959
H 0.576 -1.027 -0.936  0.2100
H -0.022 0.578 1.477  0.2146
H 1.601 -0.627 0.415  0.2135


List of relative energies, unit kJ/mol: <i> 214.7; <ii> 0.0; <iii> 226.9


<i>
Entry from OMol25: a cluster of 2 separate species, C5H10O in total (ωB97M-V/def2-TZVPD).

LUMO energy   0.77 eV
E_HOMO   -9.212 eV

Each line ends with the natural charge from an NBO analysis.
Geometry (Å):
C -1.630 -1.612 -0.591  -0.1755
C -2.262 -0.677 -1.339  -0.3919
C -0.122 -1.711 -0.548  -0.4746
C 0.442 -1.220 0.897  -0.1628
C 0.934 0.008 1.052  -0.4283
H -2.306 -2.494 -0.443  0.1897
H -3.246 -0.942 -1.866  0.2128
H -1.717 0.185 -1.449  0.1802
H 0.134 -0.877 -1.189  0.1998
H 0.267 -2.648 -1.000  0.2337
H 0.589 -2.178 1.498  0.2090
H 1.518 0.360 1.955  0.2116
H 0.987 0.639 0.114  0.1960
H 2.538 4.927 1.337  0.4631
H 1.991 3.657 0.882  0.4609
O 1.883 4.584 0.689  -0.9237


<ii>
Entry from OMol25: an isolated molecule of C5H10O (ωB97M-V/def2-TZVPD).

LUMO energy   1.03 eV
E_HOMO   -10.110 eV

Each line ends with the natural charge from an NBO analysis.
Geometry (Å):
O 1.944 0.061 0.852  -0.7242
C 1.085 -0.183 -0.260  0.0874
C 0.232 1.077 -0.550  -0.4415
C -1.225 0.706 -0.181  -0.4001
C -1.144 -0.583 0.679  -0.4075
C 0.107 -1.286 0.098  -0.4273
H 2.534 0.770 0.562  0.4636
H 1.695 -0.625 -1.061  0.1657
H 0.580 1.890 0.102  0.2115
H 0.317 1.433 -1.581  0.2120
H -1.800 0.521 -1.097  0.1971
H -1.738 1.522 0.343  0.2117
H -1.063 -0.326 1.741  0.2088
H -2.065 -1.169 0.561  0.2097
H 0.748 -2.011 0.612  0.2317
H -0.208 -1.797 -0.820  0.2014


List of relative energies, unit kJ/mol: <i> 270.2; <ii> 0.0


<i>
Entry from OMol25: a cluster of 2 separate species, C5H10O in total (ωB97M-V/def2-TZVPD).

LUMO energy   0.95 eV
E_HOMO   -9.351 eV

Each line ends with the natural charge from an NBO analysis.
Geometry (Å):
C 1.056 -0.976 -0.537  -0.6180
C 0.698 -0.041 0.621  -0.3994
C -0.047 -0.755 1.742  -0.6081
C -1.585 0.782 -1.076  0.7268
O -2.170 -0.147 -0.678  -0.4671
C -0.955 1.844 -1.528  -0.7973
H 1.467 -0.440 -1.401  0.2069
H 0.187 -1.550 -0.883  0.2076
H 1.811 -1.697 -0.207  0.2081
H 1.608 0.438 0.998  0.1986
H -0.938 -1.261 1.352  0.2106
H -0.378 -0.045 2.507  0.2083
H 0.589 -1.505 2.222  0.2015
H 0.113 1.958 -1.394  0.2660
H -1.536 2.597 -2.038  0.2653
H 0.081 0.797 0.299  0.1903


<ii>
Entry from OMol25: a structure of composition C5H10O (ωB97M-V/def2-TZVPD).

LUMO energy   0.80 eV
E_HOMO   -7.625 eV

Each line ends with the natural charge from an NBO analysis.
Geometry (Å):
C 0.327 -1.196 0.759  -0.6344
C -0.021 0.454 1.642  -0.2479
C -0.240 1.466 0.559  -0.5275
C -0.285 0.219 -0.243  0.3884
C 0.744 0.149 -1.357  -0.6371
O -1.577 -0.074 -0.643  -0.6951
H -0.055 -1.657 1.669  0.2549
H -0.047 -1.867 -0.044  0.1640
H 1.414 -1.249 0.748  0.2283
H -1.036 0.179 1.980  0.1430
H -1.201 1.979 0.541  0.2283
H 0.593 2.136 0.333  0.2009
H 0.469 0.900 -2.105  0.2308
H 0.754 -0.840 -1.833  0.2057
H 1.749 0.369 -0.988  0.2308
H -1.589 -0.968 -1.016  0.4671


List of relative energies, unit kJ/mol: <i> 0.0; <ii> 377.9


<i>
Entry from OMol25: a cluster of 2 separate species, C5H10O in total (ωB97M-V/def2-TZVPD).

LUMO energy   1.07 eV
E_HOMO   -9.997 eV

Each line ends with the natural charge from an NBO analysis.
Geometry (Å):
O -0.819 2.101 1.292  -0.5262
C -0.331 2.469 0.249  0.4457
C -0.575 1.820 -1.085  -0.7259
C 0.636 -0.852 0.635  -0.4376
C 0.097 -1.778 -0.419  -0.4283
C 0.356 -2.287 0.970  -0.4187
H -0.031 -0.104 1.053  0.2321
H 0.345 3.350 0.231  0.1032
H -1.012 2.564 -1.761  0.2340
H 0.375 1.495 -1.524  0.2385
H -1.245 0.963 -0.980  0.2344
H 1.674 -0.536 0.553  0.2076
H -0.935 -1.654 -0.733  0.2082
H 0.768 -2.102 -1.211  0.2101
H -0.500 -2.494 1.607  0.2129
H 1.197 -2.955 1.122  0.2100


<ii>
Entry from OMol25: an isolated molecule of C5H10O (ωB97M-V/def2-TZVPD).

LUMO energy   0.99 eV
E_HOMO   -8.591 eV

Each line ends with the natural charge from an NBO analysis.
Geometry (Å):
C -1.995 -0.217 0.614  -0.6253
C -1.277 -0.150 -0.726  -0.0573
C 1.068 -0.271 -0.181  0.3158
C 1.258 1.243 -0.129  -0.6964
C 1.945 -1.223 0.230  -0.4874
H -2.138 -1.234 0.897  0.2078
H -2.987 0.234 0.637  0.2138
H -1.257 0.307 1.341  0.1935
H -2.037 -0.533 -1.475  0.1804
H -1.188 0.902 -0.831  0.1578
H 1.106 1.812 -1.048  0.2338
H 0.677 1.785 0.608  0.2227
H 2.355 1.344 0.205  0.2343
H 1.744 -2.273 -0.119  0.2270
H 2.815 -0.895 0.746  0.2023
O -0.090 -0.832 -0.770  -0.5227


List of relative energies, unit kJ/mol: <i> 0.0; <ii> 25.4


<i>
Entry from OMol25: a cluster of 2 separate species, C4H11INO in total (ωB97M-V/def2-TZVPD).

LUMO energy   -5.24 eV
Net charge   +1
E_HOMO   -12.450 eV

Each line ends with the natural charge from an NBO analysis.
Geometry (Å):
C 1.957 0.972 0.749  -0.6731
C -1.761 -2.388 0.987  -0.4158
C 0.883 1.011 -0.345  -0.3244
C -1.444 -0.711 -0.738  0.2599
N -1.531 -1.979 -0.358  -0.5751
O -1.103 -0.634 -2.096  -0.7222
I 0.073 3.172 -0.430  0.5180
H 1.417 1.304 1.698  0.2193
H 2.124 -0.035 0.910  0.2550
H 2.901 1.621 0.735  0.2562
H -1.028 -3.179 1.415  0.2170
H -1.657 -1.436 1.576  0.2166
H -2.703 -2.863 1.125  0.2177
H 1.201 0.831 -1.346  0.2243
H -0.029 0.489 0.011  0.2646
H -0.933 2.697 0.882  0.1777
H -1.487 -2.632 -1.053  0.3941
H -0.936 0.253 -2.425  0.4900


<ii>
Entry from OMol25: a cluster of 3 separate species, C4H11INO in total (ωB97M-V/def2-TZVPD).

LUMO energy   -4.83 eV
Net charge   +1
E_HOMO   -12.675 eV

Each line ends with the natural charge from an NBO analysis.
Geometry (Å):
C -0.367 0.949 -0.928  -0.4481
C 1.100 2.166 0.637  -0.4268
C 0.798 -3.272 0.127  -0.0249
C 0.967 -0.180 0.733  0.5466
N 0.678 0.901 0.078  -0.3114
O 0.576 -1.325 0.122  -0.6369
I -4.173 0.021 -0.024  -0.1321
H -1.152 1.389 -0.476  0.2139
H -0.258 1.579 -1.848  0.2535
H -0.766 -0.103 -1.032  0.2600
H 1.485 2.687 -0.269  0.2381
H 0.294 2.693 1.338  0.2378
H 1.937 2.101 1.199  0.2187
H 1.630 -3.411 -0.503  0.2306
H 0.537 -3.433 1.211  0.2475
H 1.629 -0.037 1.588  0.2037
H -5.583 -0.561 0.520  0.1336
H -0.091 -3.440 -0.357  0.1962


List of relative energies, unit kJ/mol: <i> 43.2; <ii> 0.0


<i>
Entry from OMol25: an isolated molecule of C6H16N2 (ωB97M-V/def2-TZVPD).

LUMO energy   1.12 eV
E_HOMO   -8.188 eV

Each line ends with the natural charge from an NBO analysis.
Geometry (Å):
C 1.109 -1.003 -0.143  -0.2246
N -0.361 -1.210 -0.037  -0.6493
C -1.153 -0.343 -0.951  -0.0535
C -1.550 -0.957 -2.300  -0.6332
C -2.392 0.082 -0.146  -0.6011
C 1.600 -0.152 1.035  -0.2197
N 1.068 1.187 0.922  -0.6631
C 1.765 2.255 1.642  -0.4057
H 1.315 -0.447 -1.062  0.1767
H 1.709 -1.914 -0.197  0.1909
H -0.501 -2.182 -0.308  0.3571
H -0.519 0.520 -1.207  0.1960
H -2.187 -1.842 -2.088  0.1988
H -1.963 -0.195 -2.971  0.2198
H -0.740 -1.506 -2.770  0.2100
H -3.078 -0.748 0.048  0.2067
H -2.002 0.505 0.780  0.2057
H -2.941 0.807 -0.734  0.1992
H 2.706 -0.205 1.093  0.1922
H 1.158 -0.675 1.915  0.1696
H 0.069 1.219 1.027  0.3670
H 2.633 1.897 2.202  0.1895
H 1.051 2.766 2.297  0.1874
H 2.123 2.997 0.899  0.1837


<ii>
Entry from OMol25: a cluster of 2 separate species, C6H16N2 in total (ωB97M-V/def2-TZVPD).

LUMO energy   0.92 eV
E_HOMO   -8.516 eV

Each line ends with the natural charge from an NBO analysis.
Geometry (Å):
C 2.923 -1.350 -0.243  -0.6218
C 2.025 -0.203 -0.725  -0.2121
N 0.992 0.167 0.210  -0.4410
C 1.481 0.408 1.555  -0.4400
C 0.122 1.183 -0.348  -0.3099
C -1.033 1.578 0.563  0.1197
N -1.547 0.815 1.487  -0.5992
C -4.134 -1.063 -0.868  -0.8611
H 3.879 -0.989 0.120  0.2113
H 3.073 -2.047 -1.064  0.2145
H 2.391 -1.910 0.524  0.2194
H 1.594 -0.547 -1.676  0.1903
H 2.541 0.708 -1.105  0.1520
H 1.719 -0.502 2.102  0.2136
H 0.654 0.758 2.172  0.2259
H 2.232 1.212 1.544  0.1672
H -0.363 0.829 -1.276  0.2168
H 0.767 2.001 -0.706  0.1876
H -1.606 0.206 0.604  0.3584
H -1.208 2.669 0.624  0.1473
H -3.519 -0.799 -1.729  0.2067
H -4.471 -0.073 -0.542  0.2142
H -5.013 -1.627 -1.155  0.2209
H -3.498 -1.426 -0.066  0.2193


<iii>
Entry from OMol25: an isolated molecule of C6H16N2 (ωB97M-V/def2-TZVPD).

LUMO energy   1.14 eV
E_HOMO   -8.737 eV

Each line ends with the natural charge from an NBO analysis.
Geometry (Å):
N 0.396 -1.625 2.423  -0.8678
C 0.944 -1.333 1.073  -0.0528
C 2.441 -1.100 1.142  -0.6185
C 0.212 -0.099 0.536  -0.2185
N 0.219 -0.085 -0.941  -0.6272
C -0.059 1.201 -1.547  -0.2225
C -1.479 1.443 -2.002  -0.4177
C -2.543 1.684 -0.916  -0.6198
H -0.411 -2.231 2.482  0.3619
H 1.096 -1.949 3.074  0.3590
H 0.797 -2.221 0.495  0.1722
H 2.743 -0.148 1.559  0.2069
H 2.757 -1.138 0.092  0.2263
H 2.978 -1.921 1.624  0.2061
H 0.797 0.749 0.897  0.1871
H -0.779 0.022 0.987  0.1784
H -0.521 -0.733 -1.191  0.3477
H 0.580 1.299 -2.442  0.1860
H 0.328 2.056 -1.000  0.1930
H -1.528 2.265 -2.711  0.2086
H -1.840 0.585 -2.582  0.1925
H -2.863 2.723 -0.801  0.2088
H -3.436 1.086 -1.059  0.2068
H -2.181 1.382 0.074  0.2035


List of relative energies, unit kJ/mol: <i> 29.5; <ii> 270.3; <iii> 0.0


<i>
Entry from OMol25: an isolated molecule of C6H16N2 (ωB97M-V/def2-TZVPD).

LUMO energy   1.06 eV
E_HOMO   -8.508 eV

Each line ends with the natural charge from an NBO analysis.
Geometry (Å):
C 0.015 0.264 0.395  -0.2199
N -1.133 -0.646 0.377  -0.6277
C -1.924 -0.603 -0.824  -0.2185
C -1.307 -1.078 -2.146  -0.2411
N -2.371 -1.066 -3.164  -0.8344
C 0.540 0.429 1.824  -0.4066
C 2.737 1.741 1.423  -0.6162
C 2.053 0.513 2.008  -0.3985
H 0.835 -0.114 -0.235  0.1563
H -0.361 1.182 -0.050  0.1901
H -0.887 -1.585 0.655  0.3549
H -2.339 0.386 -0.979  0.1975
H -2.814 -1.242 -0.698  0.1830
H -0.609 -0.299 -2.455  0.1814
H -0.792 -2.044 -2.149  0.1665
H -2.958 -1.892 -3.069  0.3449
H -1.982 -1.163 -4.097  0.3543
H -0.029 1.221 2.325  0.2069
H 0.147 -0.404 2.417  0.2090
H 3.720 1.928 1.831  0.2147
H 2.713 1.657 0.341  0.2014
H 2.091 2.629 1.479  0.2037
H 2.073 0.571 3.100  0.2006
H 2.582 -0.383 1.690  0.1976


<ii>
Entry from OMol25: a cluster of 2 separate species, C6H16N2 in total (ωB97M-V/def2-TZVPD).

LUMO energy   -2.57 eV
E_HOMO   -7.311 eV

Each line ends with the natural charge from an NBO analysis.
Geometry (Å):
C 2.303 -1.018 0.322  -0.6141
C 1.484 -0.333 -0.786  -0.4165
C 0.861 0.953 -0.201  -0.3757
C 0.444 1.001 1.226  -0.4093
C -0.803 0.079 1.523  -0.2754
N -1.752 0.458 0.506  -0.3863
C -2.293 -0.566 -0.257  -0.1099
N -2.149 -0.274 -1.780  -0.7288
H 1.599 -1.301 1.120  0.2013
H 2.868 -1.909 0.038  0.2182
H 2.926 -0.310 0.881  0.2012
H 2.109 -0.111 -1.646  0.2181
H 0.722 -1.026 -1.170  0.2028
H -0.187 0.955 -0.628  0.2579
H 1.443 1.843 -0.454  0.2355
H 1.298 0.968 1.915  0.2101
H -0.039 1.944 1.482  0.2270
H -1.193 0.312 2.527  0.2248
H -0.653 -1.029 1.621  0.1721
H -0.064 1.143 -2.195  -0.0716
H -1.733 -1.504 -0.180  0.1552
H -3.321 -0.926 -0.062  0.1803
H -2.720 0.542 -1.991  0.3528
H -1.153 0.111 -1.812  0.3304


List of relative energies, unit kJ/mol: <i> 0.0; <ii> 701.0


<i>
Entry from OMol25: an isolated molecule of C4H6N2S (ωB97M-V/def2-TZVPD).

LUMO energy   0.62 eV
E_HOMO   -8.546 eV

Each line ends with the natural charge from an NBO analysis.
Geometry (Å):
C -2.023 2.553 0.686  0.4120
C 0.321 -0.236 0.354  -0.4215
C -0.049 1.217 0.163  -0.1970
C -0.888 -1.041 -0.221  -0.6084
N -2.407 3.638 0.761  -0.3643
N -1.461 1.325 0.717  -0.6100
S -2.291 -0.189 0.363  0.4526
H 1.323 -0.333 -0.132  0.2373
H 0.342 -0.443 1.449  0.2211
H 0.536 2.029 0.439  0.2305
H -0.141 1.425 -0.980  0.1734
H -0.750 -1.159 -1.325  0.2196
H -0.758 -2.201 0.088  0.2546


<ii>
Entry from OMol25: a structure of composition C4H6N2S (ωB97M-V/def2-TZVPD).

LUMO energy   -0.04 eV
E_HOMO   -8.741 eV

Each line ends with the natural charge from an NBO analysis.
Geometry (Å):
C -1.191 -2.492 0.679  -0.4557
C -1.046 -1.041 1.002  -0.0691
C 0.958 -0.520 -0.487  0.2616
C -0.642 1.138 0.074  -0.0855
H -0.598 -3.182 -0.187  0.2897
H -1.672 -2.920 1.773  0.2396
H -1.531 -0.472 2.171  0.2433
H 1.296 0.299 -1.296  0.2115
H 2.273 -1.721 -0.902  0.3447
H -1.646 1.324 0.522  0.2190
N -0.105 -0.066 0.302  -0.4990
N 1.488 -1.700 -0.315  -0.6466
S 0.233 2.283 -0.600  -0.0534


List of relative energies, unit kJ/mol: <i> 0.0; <ii> 279.0